The following is a quantum chemistry calculation of a molecular structure, C21H39BrCoN3O2PSe3Te in a non-equilibrium geometry, from the Open Molecules 2025 dataset.

Geometry as XYZ:
```
72
Properties=species:S:1:pos:R:3:forces:R:3:mulliken_spin:R:1
Co -0.198763 -0.424905 -0.143423 0.94 0.52 -0.25 2.702
Se -1.854959 -1.788981 1.285231 -0.32 -0.53 0.06 0.051
Se -1.319247 -3.909302 2.035559 -0.03 0.35 -0.19 0.015
Te -1.498676 -4.136260 -2.034150 0.08 0.17 0.05 0.015
Se -1.966188 -1.807362 -1.230540 -0.39 -0.44 -0.01 0.071
N -1.000042 1.317485 0.950288 0.19 0.01 0.27 0.052
C -1.782457 2.399833 0.370072 -0.08 0.12 0.11 0.001
C -1.291751 2.623157 -1.047801 0.04 0.21 -0.07 0.001
N -1.557342 1.437002 -1.812274 -0.32 -0.16 -0.22 0.018
H -1.369128 0.988456 1.839576 -0.01 0.05 -0.13 -0.001
H -0.049219 1.633315 1.137903 -0.12 0.03 0.06 -0.008
H -1.702814 3.327189 0.953258 -0.01 -0.02 0.00 0.000
H -2.837546 2.107916 0.350546 0.05 -0.03 0.01 -0.001
H -0.207470 2.766859 -1.010507 0.00 -0.03 -0.06 0.003
H -1.728953 3.548482 -1.459727 0.00 -0.04 0.05 0.000
H -0.903726 1.226375 -2.549744 0.19 -0.07 0.10 -0.003
H -2.518094 1.329586 -2.107935 0.09 0.03 -0.03 0.000
Br 0.715101 3.122780 3.977313 0.07 0.19 -0.05 0.000
C 0.127489 1.346562 4.311625 -0.06 -0.22 0.06 0.000
C -0.889745 1.172290 5.240939 -0.07 0.05 0.06 0.002
C -1.390971 -0.099284 5.479215 0.09 -0.01 -0.08 -0.002
C -0.883195 -1.182643 4.770399 -0.01 0.10 0.07 0.003
C 0.122771 -0.982574 3.841528 0.06 -0.01 -0.05 -0.002
C 0.659796 0.284198 3.599371 -0.11 -0.02 0.29 0.001
C 1.743102 0.396810 2.534925 -0.01 -0.15 0.62 0.016
O 2.849954 0.829378 2.869652 -0.07 0.10 -0.10 0.004
O 1.366346 -0.040362 1.421419 0.22 -0.12 -0.69 0.001
H -1.291854 2.032625 5.760379 0.00 0.00 0.00 0.000
H -2.192159 -0.237870 6.194835 -0.01 0.02 0.01 0.000
H -1.292478 -2.176584 4.895414 0.01 -0.01 -0.02 0.000
H 0.475425 -1.818625 3.247881 -0.01 0.01 0.04 0.001
C 4.220515 -0.527297 -0.146174 0.05 -0.03 -0.06 -0.004
C 3.700651 -1.171299 -1.440675 0.08 -0.03 0.00 0.019
C 4.912374 -1.576502 -2.289606 0.06 0.01 0.03 -0.003
C 2.957103 -2.449232 -1.010871 -0.02 0.01 0.01 -0.002
P 2.440790 0.010207 -2.224398 0.06 -0.21 0.05 0.030
N 1.122970 0.100840 -1.477163 -0.61 0.05 0.15 -0.006
C 2.176990 -0.591181 -4.008367 0.04 -0.11 -0.05 0.001
C 3.281150 -0.283472 -5.024356 -0.05 -0.02 -0.07 0.001
C 1.951574 -2.112208 -3.988796 -0.08 -0.03 -0.07 0.002
C 0.842111 -0.023327 -4.508663 0.05 0.07 -0.01 0.000
C 3.249062 1.737305 -2.312577 0.00 0.13 -0.04 0.009
C 3.103058 2.377118 -0.916390 0.08 0.00 -0.09 0.001
C 2.404892 2.609390 -3.256007 -0.02 -0.01 0.00 -0.001
C 4.708559 1.844051 -2.765698 0.02 0.01 0.01 0.000
H 4.758212 -1.297897 0.415826 0.02 0.03 0.04 0.000
H 3.417938 -0.156266 0.486401 -0.08 0.00 0.01 0.002
H 4.925677 0.280197 -0.334564 0.06 0.07 -0.04 0.000
H 5.586975 -2.175209 -1.666630 -0.01 -0.01 0.03 0.000
H 5.487437 -0.724773 -2.652462 0.00 0.07 0.01 0.000
H 4.645154 -2.190535 -3.146560 -0.04 -0.02 -0.05 0.000
H 3.562264 -2.955934 -0.254918 0.01 -0.06 0.02 0.000
H 2.793322 -3.145111 -1.829100 0.00 -0.01 0.01 0.001
H 1.987154 -2.229305 -0.565961 0.04 0.05 0.03 0.009
H 4.259198 -0.632077 -4.700541 0.07 -0.04 0.05 0.000
H 3.362506 0.778421 -5.252379 -0.01 0.05 0.01 0.000
H 3.051106 -0.798960 -5.964262 -0.03 0.00 -0.02 -0.001
H 2.870352 -2.677552 -3.860656 0.07 -0.02 -0.01 -0.001
H 1.520673 -2.401278 -4.953503 0.03 -0.04 -0.02 0.000
H 1.240744 -2.426503 -3.222898 -0.03 0.10 0.01 -0.003
H 0.839710 1.058859 -4.623184 0.01 0.04 0.01 0.000
H 0.051438 -0.305695 -3.815299 -0.05 -0.03 0.03 0.001
H 0.627892 -0.467907 -5.485685 -0.04 0.01 -0.04 0.001
H 2.190942 2.036995 -0.428587 -0.10 -0.04 -0.02 0.004
H 3.068844 3.465542 -1.031331 0.02 0.04 0.05 0.000
H 3.929810 2.141191 -0.253478 0.07 -0.07 0.05 0.001
H 1.349170 2.565428 -2.986698 -0.03 -0.02 0.04 -0.001
H 2.504142 2.336154 -4.305859 0.02 -0.02 0.01 0.000
H 2.740177 3.646499 -3.151723 -0.01 0.04 -0.03 0.000
H 5.390633 1.381272 -2.056637 0.03 -0.05 0.06 0.000
H 4.984167 2.904002 -2.829191 -0.01 0.02 0.02 -0.001
H 4.890559 1.405307 -3.747008 -0.05 -0.01 -0.01 0.001
```
Forces are in eV/Å.

The spin multiplicity is 4. The total energy comes out at -12908.9062 Ha. The largest force on an atom comes out at 1.108 eV/Å. Its lowest unoccupied orbital energy (spin up / spin down) is 4.126 / 4.126 eV. As for the net charge: -2. For the gap between HOMO and LUMO (spin up / spin down), the calculation gives 4.7 / 5.0 eV.



The following is a quantum chemistry calculation of a molecular structure, C21H39CaNP2 in a non-equilibrium geometry, from the Open Molecules 2025 dataset.

Geometry as XYZ:
```
64
Properties=species:S:1:pos:R:3:forces:R:3:lowdin_charge:R:1
P 4.224718 1.958622 -3.333487 1.29 0.83 0.52 0.918
P 4.887451 -1.234528 -0.925597 0.49 2.14 -0.31 0.908
C 5.584812 0.962778 -2.670743 0.66 0.12 -0.26 -0.308
C 5.357985 -0.563620 -2.560548 0.71 -0.67 -0.61 -0.327
H 5.889751 1.391597 -1.705516 -0.40 -0.07 -0.03 0.069
H 6.434419 1.161959 -3.344275 -0.16 -0.27 0.02 0.097
H 4.647872 -0.922190 -3.323290 0.25 0.04 0.26 0.065
H 6.324994 -1.040694 -2.788535 -0.24 0.07 -0.15 0.086
C 6.482762 -1.366874 -0.064700 -0.16 -0.75 -0.37 -0.187
H 6.330312 -1.837722 0.911940 0.09 0.05 -0.09 0.065
H 6.921680 -0.373302 0.070473 -0.28 -0.15 -0.13 0.051
H 7.138869 -1.990225 -0.685325 0.06 0.08 0.30 0.053
C 4.192317 -2.869810 -1.102088 0.44 -1.47 -0.44 -0.223
H 5.012006 -3.604716 -1.174300 -0.37 -0.10 0.00 0.054
H 3.602534 -2.966495 -2.027307 0.16 0.19 0.24 0.041
H 3.582363 -3.161523 -0.234723 0.15 0.27 -0.06 0.056
C 4.850233 3.662708 -3.422238 0.32 0.01 -0.60 -0.179
H 3.994167 4.345738 -3.509106 0.12 -0.25 0.20 0.064
H 5.507921 3.800206 -4.291363 -0.14 -0.14 0.08 0.051
H 5.424536 3.928485 -2.523828 -0.43 -0.22 -0.23 0.052
C 3.842949 1.386803 -4.999358 0.24 -0.07 -0.63 -0.179
H 3.885000 0.293891 -5.073779 -0.09 0.20 0.11 0.048
H 4.547685 1.795466 -5.732741 -0.10 -0.08 0.11 0.055
H 2.835276 1.722475 -5.272914 0.17 -0.08 0.12 0.061
Ca 0.656869 -2.094515 -1.210861 -1.37 1.00 1.07 1.280
C 4.070837 0.130472 0.142149 -1.85 0.83 2.12 -0.441
C 4.850530 1.305005 0.387806 0.32 -1.38 0.23 -0.243
C 4.505351 2.703227 0.142702 -0.62 1.44 -0.39 -0.236
C 2.986520 3.153768 -0.004634 1.57 0.41 1.28 -0.270
C 2.480084 3.089034 -1.366209 -0.62 0.17 -1.56 -0.244
C 2.732708 2.014813 -2.332531 -2.82 -0.24 1.50 -0.464
C 2.388994 0.538313 -1.811794 -0.20 0.24 -0.86 -0.213
C 2.576590 0.262845 -0.320939 0.72 -0.03 -0.22 -0.213
C -0.973866 -0.324863 -1.570990 0.21 -0.11 -0.40 -0.315
H 4.041738 -0.470138 1.079711 -0.03 -0.32 -0.31 0.109
H 5.767658 1.156362 0.955896 -0.28 -0.09 0.21 0.064
H 5.020132 3.049089 -0.778908 -0.23 0.54 0.12 0.052
H 4.947867 3.301721 0.964001 -0.10 -0.27 -0.33 0.107
H 2.386784 2.633390 0.770198 0.29 0.05 0.04 0.082
H 2.928390 4.210597 0.325729 0.20 -0.36 -0.15 0.101
H 1.803665 3.891135 -1.678806 0.22 -0.43 -0.10 0.056
H 2.006291 2.236080 -3.150336 0.31 -0.25 0.23 0.113
H 2.991337 -0.186648 -2.398664 -0.24 -0.17 0.02 0.052
H 1.332687 0.368408 -2.097923 0.47 0.16 0.27 0.043
H 2.043272 1.018091 0.248168 0.22 -0.06 -0.06 0.079
H 2.050601 -0.659513 -0.004638 0.29 0.00 -0.09 0.035
H -1.817813 -0.665949 -2.193227 0.04 0.23 0.09 -0.071
H -0.589219 0.615263 -2.003623 -0.35 -0.19 0.00 -0.064
H -1.375475 -0.085502 -0.566921 0.26 -0.25 -0.41 -0.043
C -1.503643 -4.180370 0.043921 -0.31 -0.25 0.00 -0.097
C -1.287332 -3.142372 1.084295 0.09 0.93 1.51 -0.436
C -1.930641 -3.006050 2.326592 0.24 -0.55 -0.90 -0.097
C -1.429119 -1.834625 2.925689 0.92 0.64 -0.72 -0.090
C -0.492249 -1.293412 2.027361 -1.08 -1.28 0.15 -0.411
C 0.263037 -0.035338 2.185531 0.40 0.50 0.24 -0.071
N -0.389668 -2.102118 0.908898 0.16 -0.38 0.09 -0.119
H -2.225828 -3.871930 -0.732896 0.29 -0.08 0.08 0.075
H -1.912641 -5.082691 0.523310 0.18 0.16 -0.31 0.079
H -0.550785 -4.478839 -0.431591 -0.12 -0.12 -0.08 0.037
H -2.647873 -3.707413 2.739675 0.03 0.14 -0.07 0.083
H -1.654792 -1.399734 3.894053 -0.12 -0.17 -0.18 0.086
H -0.010638 0.733836 1.444546 0.13 -0.25 0.08 0.075
H 0.065703 0.396234 3.177846 0.07 -0.14 -0.27 0.080
H 1.343337 -0.224831 2.121321 -0.10 0.24 0.02 0.060
```
Forces are in eV/Å.

The spin multiplicity is 1. The total energy comes out at -2238.3123 Ha. The largest force on an atom comes out at 3.203 eV/Å. Its lowest unoccupied orbital energy is -1.060 eV. For the gap between HOMO and LUMO, the calculation gives 3.6 eV.



Q: The highest total energy belongs to which entry?
A: C21H39CaNP2



Q: Which of these has the lowest total energy?
A: C21H39BrCoN3O2PSe3Te